Entry 1:
# C7H10

A single C7H10 molecule in a non-equilibrium geometry (ωB97M-V/def2-TZVPD, the OMol25 dataset).

Structure (XYZ):
```
17
Properties=species:S:1:pos:R:3:mulliken_charge:R:1
C 1.282 -0.260 1.208 -0.96
C 1.223 0.724 0.090 -0.24
C 1.244 -0.689 -0.345 -0.52
C -0.189 -0.508 -0.933 -0.13
C -1.480 -0.674 -0.080 -0.80
C -1.393 0.816 0.352 -0.69
C -0.142 0.991 -0.536 -0.11
H 2.276 -0.336 1.637 0.27
H 0.681 -1.165 1.199 0.32
H 2.101 1.338 -0.059 0.37
H 2.031 -1.298 -0.752 0.44
H -0.239 -0.816 -1.978 0.45
H -1.441 -1.412 0.725 0.28
H -2.360 -0.893 -0.695 0.28
H -2.245 1.424 0.033 0.28
H -1.216 0.972 1.419 0.30
H -0.134 1.787 -1.284 0.46
```

Output
* E_tot: -272.56230 a.u.
* energy above the lowest of the compared OMol25 structures with the same formula, charge and spin: 97.7 kcal/mol
* maximum force: 2.45 eV Å⁻¹
* HOMO energy: -8.35 eV
* SMILES: C1C[C@H]2[C@@H]1[C@H]1C[C@@H]21
* LUMO level: 1.2 eV
* Kohn-Sham gap: 9.57 eV

---

Entry 2:
# C7H10

A single C7H10 molecule in a non-equilibrium geometry (ωB97M-V/def2-TZVPD, the OMol25 dataset).

Structure (XYZ):
```
17
Properties=species:S:1:pos:R:3:mulliken_charge:R:1
C 2.010 -0.608 -0.361 -1.17
C 0.956 -0.068 0.613 0.66
C 1.218 0.027 1.917 -1.09
C -1.069 1.300 0.572 -0.93
C -0.416 0.200 0.121 0.87
C -0.952 -0.518 -1.030 -0.15
C -2.048 -0.264 -1.758 -1.03
H 2.674 0.214 -0.636 0.29
H 2.631 -1.317 0.184 0.33
H 1.540 -1.031 -1.230 0.33
H 0.475 0.336 2.637 0.35
H 2.214 -0.203 2.278 0.28
H -2.051 1.505 0.184 0.21
H -0.550 1.953 1.258 0.34
H -0.451 -1.415 -1.369 0.23
H -2.276 -0.785 -2.679 0.25
H -2.694 0.607 -1.684 0.23
```

Output
* E_tot: -272.64315 a.u.
* energy above the lowest of the compared OMol25 structures with the same formula, charge and spin: 47.0 kcal/mol
* maximum force: 2.18 eV Å⁻¹
* HOMO energy: -8.47 eV
* SMILES: C=CC(=C)C(=C)C
* LUMO level: 0.5 eV
* Kohn-Sham gap: 8.98 eV

---

Entry 3:
# C7H10

A single C7H10 molecule (ωB97M-V/def2-TZVPD, the OMol25 dataset).

Structure (XYZ):
```
17
Properties=species:S:1:pos:R:3:mulliken_charge:R:1
C 0.537 1.658 0.941 -0.66
C 1.617 0.635 0.706 -0.65
C 0.232 0.413 0.170 0.73
C -0.370 0.399 -1.256 -0.83
C -1.287 -0.745 -0.814 -0.14
C -0.470 -1.897 -0.323 -0.68
C -0.690 -0.716 0.581 -0.56
H 0.604 2.576 0.358 0.25
H 0.157 1.796 1.950 0.25
H 2.455 0.896 0.066 0.25
H 1.887 0.020 1.563 0.24
H -0.929 1.318 -1.460 0.31
H 0.289 0.182 -2.105 0.28
H -2.330 -0.858 -1.094 0.37
H 0.512 -2.086 -0.755 0.17
H -1.030 -2.794 -0.069 0.26
H -1.192 -0.812 1.540 0.41
```

Output
* E_tot: -272.62964 a.u.
* energy above the lowest of the compared OMol25 structures with the same formula, charge and spin: 55.4 kcal/mol
* maximum force: 0.33 eV Å⁻¹
* HOMO energy: -9.32 eV
* SMILES: C1[C@@H]2CC3(CC3)[C@H]12
* LUMO level: 1.2 eV
* Kohn-Sham gap: 10.51 eV

---

Entry 4:
# C7H10

2 unconnected molecules or ions with the total composition C7H10 in a non-equilibrium geometry (ωB97M-V/def2-TZVPD, the OMol25 dataset).

Structure (XYZ):
```
17
Properties=species:S:1:pos:R:3:mulliken_charge:R:1
C -2.364 -3.878 -0.442 -0.22
C -0.627 -1.610 0.249 -0.12
C -0.415 1.068 -0.067 0.22
C 0.586 0.703 0.961 -0.17
C -0.308 -0.378 0.221 -0.15
C 0.168 1.558 -1.395 -1.41
C 2.010 0.631 0.859 -1.30
H -2.667 -2.811 -0.429 0.09
H -2.894 -4.155 0.487 0.14
H -1.434 1.438 0.275 0.38
H 0.369 0.675 2.039 0.42
H 0.131 0.829 -2.166 0.34
H 1.116 1.888 -1.216 0.46
H -0.554 2.301 -1.743 0.32
H 2.243 -0.401 1.237 0.38
H 2.338 1.542 1.374 0.32
H 2.304 0.599 -0.245 0.30
```

Output
* E_tot: -272.34577 a.u.
* energy above the lowest of the compared OMol25 structures with the same formula, charge and spin: 233.6 kcal/mol
* maximum force: 3.89 eV Å⁻¹
* HOMO energy (spin up / spin down): -8.91 / -8.91 eV
* LUMO level (spin up / spin down): -0.2 / -0.2 eV
* Kohn-Sham gap (spin up / spin down): 8.71 / 8.71 eV

---

Entry 5:
# C7H10

A single C7H10 molecule in a non-equilibrium geometry (ωB97M-V/def2-TZVPD, the OMol25 dataset).

Structure (XYZ):
```
17
Properties=species:S:1:pos:R:3:mulliken_charge:R:1
C 0.713 -0.621 -1.419 -1.35
C 1.026 -0.090 -0.026 0.13
C 1.137 1.483 0.007 -0.86
C 0.161 0.745 0.851 0.04
C -1.330 0.610 0.678 -0.80
C -1.556 -0.837 0.655 -0.38
C -1.638 -2.036 0.679 0.04
H 1.668 -0.540 -1.946 0.36
H 0.388 -1.667 -1.487 0.34
H -0.018 -0.006 -1.955 0.29
H 1.599 -0.833 0.543 0.36
H 1.909 2.094 0.482 0.28
H 0.750 1.969 -0.897 0.24
H 0.501 0.693 1.884 0.31
H -1.674 1.075 -0.251 0.27
H -1.887 1.055 1.506 0.33
H -1.749 -3.094 0.697 0.39
```

Output
* E_tot: -272.60309 a.u.
* energy above the lowest of the compared OMol25 structures with the same formula, charge and spin: 72.1 kcal/mol
* maximum force: 1.09 eV Å⁻¹
* HOMO energy: -9.67 eV
* SMILES: C#CC[C@@H]1C[C@@H]1C
* LUMO level: 1.1 eV
* Kohn-Sham gap: 10.79 eV

---

Entry 6:
# C7H10

A single C7H10 molecule (ωB97M-V/def2-TZVPD, the OMol25 dataset).

Structure (XYZ):
```
17
Properties=species:S:1:pos:R:3:mulliken_charge:R:1
C -1.622 -0.355 0.097 -0.71
C -1.225 0.823 -0.754 -0.67
C -0.175 0.029 -0.024 0.89
C 0.779 -0.833 -0.792 -0.47
C 0.821 -2.160 -0.742 -0.71
C 1.120 1.826 1.139 -0.72
C 0.526 0.637 1.154 -0.50
H -1.957 -1.256 -0.411 0.29
H -2.125 -0.154 1.039 0.29
H -1.296 0.711 -1.833 0.29
H -1.453 1.818 -0.383 0.29
H 0.092 -2.730 -0.169 0.27
H 1.542 -0.287 -1.349 0.32
H 1.596 -2.721 -1.256 0.27
H 1.073 2.469 0.262 0.28
H 1.689 2.189 1.991 0.27
H 0.614 -0.006 2.030 0.31
```

Output
* E_tot: -272.64296 a.u.
* energy above the lowest of the compared OMol25 structures with the same formula, charge and spin: 47.1 kcal/mol
* maximum force: 0.22 eV Å⁻¹
* HOMO energy: -9.48 eV
* SMILES: C=CC1(C=C)CC1
* LUMO level: 1.1 eV
* Kohn-Sham gap: 10.63 eV

---

Entry 7:
# C7H10B3FO8Pb

A molecular structure, C7H10B3FO8Pb in a non-equilibrium geometry (ωB97M-V/def2-TZVPD, the OMol25 dataset).

Structure (XYZ):
```
30
Properties=species:S:1:pos:R:3:mulliken_charge:R:1
O -1.714 -3.168 1.571 -0.38
C -1.609 -3.003 0.419 0.14
O -2.225 -1.900 -0.208 -0.38
C -1.821 -0.725 0.515 -0.18
C -2.079 0.587 -0.328 -0.27
B -0.675 1.262 -0.525 -0.28
O 0.161 0.846 -1.623 -0.08
B 1.369 0.372 -1.169 0.25
C 2.076 -0.764 -2.058 -0.46
C 0.897 -1.632 -2.626 0.37
O 0.600 -2.645 -2.129 -0.40
O 0.215 -1.199 -3.747 -0.48
O 1.983 0.937 0.048 -0.22
B 1.008 1.649 0.895 0.32
C 1.191 1.774 2.485 -0.38
C -0.206 1.786 3.179 0.35
O -0.581 0.899 3.801 -0.34
F -0.969 2.888 3.015 -0.23
O -0.106 2.253 0.352 -0.31
H -1.001 -3.675 -0.224 0.40
H -0.727 -0.854 0.761 0.14
H -2.408 -0.645 1.449 0.37
H -2.474 0.327 -1.335 0.28
H -2.757 1.256 0.235 0.35
H 2.571 -0.225 -2.911 0.42
H 2.799 -1.374 -1.483 0.36
H -0.624 -0.841 -3.403 0.36
H 1.781 0.897 2.815 0.35
H 1.668 2.748 2.770 0.42
Pb 3.653 2.170 -0.538 1.50
```

Output
* E_tot: -1241.43767 a.u.
* maximum force: 3.36 eV Å⁻¹
* HOMO energy: -15.68 eV
* net charge: +2
* LUMO level: -12.0 eV
* Kohn-Sham gap: 3.66 eV

---

Entry 8:
# C7H10BFIN2O3PPd

A molecular structure, C7H10BFIN2O3PPd in a non-equilibrium geometry (ωB97M-V/def2-TZVPD, the OMol25 dataset).

Structure (XYZ):
```
27
Properties=species:S:1:pos:R:3:mulliken_charge:R:1
N 0.310 -0.925 2.914 -0.80
C 0.274 -0.784 1.756 0.28
C 0.022 -0.499 0.348 1.14
C 0.409 0.947 -0.018 -1.12
C 1.857 1.349 0.331 -0.88
C 2.810 1.302 -0.856 -0.30
F 3.935 2.009 -0.514 -0.30
P 1.042 -1.736 -0.690 0.25
O 0.722 -1.496 -2.100 -0.52
C -1.540 -0.786 0.209 -0.07
I -2.315 -0.672 2.321 0.66
C -1.886 -2.108 -0.244 0.00
N -2.103 -3.206 -0.514 -0.25
B -2.405 0.310 -0.696 0.88
O -2.661 0.035 -1.982 -0.45
O -2.718 1.444 -0.034 -0.47
H -0.251 1.605 0.549 0.40
H 0.267 1.110 -1.087 0.53
H 1.817 2.401 0.612 0.38
H 2.250 0.810 1.198 0.33
H 2.364 1.798 -1.720 0.33
H 3.100 0.292 -1.146 0.24
H 2.349 -1.463 -0.267 0.21
H 0.721 -2.989 -0.150 0.21
H -3.439 -0.485 -2.223 0.37
H -3.478 1.904 -0.424 0.35
Pd -1.331 -0.354 4.608 0.60
```

Output
* E_tot: -1498.84459 a.u.
* maximum force: 2.28 eV Å⁻¹
* HOMO energy: -17.50 eV
* net charge: +2
* LUMO level: -12.6 eV
* Kohn-Sham gap: 4.85 eV

---

Entry 9:
# C7H10BNO4S

A single C7H10BNO4S molecule in a non-equilibrium geometry (ωB97M-V/def2-TZVPD, the OMol25 dataset).

Structure (XYZ):
```
24
Properties=species:S:1:pos:R:3:mulliken_charge:R:1
B 2.343 1.221 -0.136 0.84
C -1.566 2.072 -0.286 -0.41
C -0.183 2.179 -0.216 -1.02
C -2.212 0.848 -0.479 -0.54
C 0.660 1.065 -0.277 -0.14
C -1.427 -0.334 -0.582 0.92
C -0.002 -0.208 -0.531 0.25
C -2.166 -1.625 -0.964 -1.54
N 1.275 -1.427 1.315 -0.46
O 0.845 -2.757 -0.852 -0.68
O 2.428 -0.941 -1.010 -0.57
O 2.977 1.907 -1.119 -0.53
O 2.957 0.949 1.034 -0.60
S 1.245 -1.450 -0.430 1.19
H -2.084 3.043 -0.176 0.32
H 0.132 3.134 0.001 0.48
H -3.357 0.778 -0.655 0.27
H -2.541 -2.200 -0.152 0.36
H -2.921 -1.650 -1.740 0.38
H -1.399 -2.263 -1.309 0.42
H 1.559 -2.294 1.547 0.27
H 1.741 -0.752 1.825 0.23
H 3.912 2.263 -0.915 0.30
H 3.875 0.864 0.998 0.25
```

Output
* E_tot: -1051.54832 a.u.
* energy above the lowest of the compared OMol25 structures with the same formula, charge and spin: 1.3 kcal/mol
* maximum force: 4.45 eV Å⁻¹
* HOMO energy: -9.39 eV
* SMILES: Cc1cccc(B(O)O)c1S(N)(=O)=O
* LUMO level: 0.2 eV
* Kohn-Sham gap: 9.61 eV

---

Entry 10:
# C7H10BeN2O19

A molecular structure, C7H10BeN2O19 in a non-equilibrium geometry (ωB97M-V/def2-TZVPD, the OMol25 dataset).

Structure (XYZ):
```
39
Properties=species:S:1:pos:R:3:mulliken_charge:R:1
Be 4.147 15.753 18.985 1.54
O 5.494 13.602 15.242 -0.54
C 6.041 14.146 16.421 0.60
O 5.527 15.239 16.771 -0.55
O 7.005 13.534 16.905 -0.77
H 4.727 14.179 15.118 0.31
O 5.001 12.464 21.415 -0.58
C 4.603 13.381 20.445 0.67
O 5.488 14.006 19.837 -0.55
O 3.383 13.632 20.375 -0.58
H 4.245 12.417 22.006 0.31
O 1.913 13.591 15.448 -0.50
C 1.934 13.695 16.854 0.44
O 2.874 14.357 17.324 -0.47
O 1.039 13.068 17.458 -0.78
H 1.200 12.945 15.368 0.23
O 3.222 19.943 17.133 -0.60
C 3.721 18.738 17.687 0.60
O 4.767 18.310 17.226 -0.57
O 2.978 18.199 18.558 -0.76
H 2.392 19.997 17.627 0.29
O 7.383 17.920 21.271 -0.56
C 7.159 17.758 19.880 0.54
O 6.632 16.712 19.495 -0.52
O 7.612 18.700 19.180 -0.78
H 7.563 18.868 21.299 0.23
O 0.332 17.629 19.273 -0.56
C 0.574 16.392 19.867 0.43
O 1.790 16.084 19.947 -0.47
O -0.403 15.731 20.280 -0.82
H 1.258 17.899 19.080 0.56
C 4.542 16.233 22.433 0.16
O 4.394 16.103 21.256 0.02
N 5.324 17.212 23.024 -0.51
N 3.908 15.372 23.321 -0.46
H 6.079 17.495 22.391 0.41
H 5.543 17.151 24.001 0.17
H 3.970 15.480 24.315 0.13
H 3.082 14.923 22.950 0.31
```

Output
* E_tot: -1826.48339 a.u.
* maximum force: 3.37 eV Å⁻¹
* HOMO energy: 3.27 eV
* net charge: -4
* LUMO level: 8.5 eV
* Kohn-Sham gap: 5.23 eV